Below is a molecular structure, C9H15AgCl2N3O4S at a distorted geometry, with properties calculated with wB97M-V/def2-TZVPD.

As for the total charge: +1. The highest occupied orbital energy is -0.48220 hartree.

Last column: natural (NBO) charge in e.
Positions of all 35 atoms, in Å:
Ag 2.187 -2.928 0.396  0.743
Cl 3.857 -4.562 -0.172  -0.068
Cl 2.178 -6.748 0.990  0.076
S -1.332 2.939 -1.000  2.163
O -1.878 1.382 2.681  -0.328
O -1.904 3.368 0.245  -0.957
O 0.086 2.180 2.990  -0.339
O -1.659 3.565 -2.286  -0.906
N -0.994 -0.137 0.618  -0.295
N 0.871 -1.335 0.711  -0.607
N -0.701 1.376 2.504  0.516
C 2.834 -6.114 -0.474  -0.350
C -0.281 -1.134 0.047  0.429
C 0.868 -0.422 1.711  -0.010
C -1.921 1.210 -1.183  -0.691
C -2.174 0.418 0.071  -0.273
C 0.859 4.165 0.066  -0.615
C -0.711 -1.880 -1.132  -0.684
C -0.263 0.316 1.687  0.151
C 0.380 2.896 -0.641  -0.658
H -1.544 -1.412 -1.653  0.255
H -2.869 1.321 -1.778  0.290
H 0.734 4.973 -0.615  0.233
H -2.824 -0.467 -0.146  0.234
H 1.712 -0.379 2.394  0.247
H 2.095 -5.791 -1.168  0.226
H -2.556 1.125 0.795  0.300
H 1.903 4.080 0.367  0.231
H 0.257 4.279 1.024  0.251
H -0.984 -2.886 -0.795  0.254
H 3.556 -6.796 -0.933  0.251
H -1.237 0.729 -1.946  0.232
H 0.381 2.040 -0.016  0.204
H 0.935 2.676 -1.566  0.245
H 0.141 -2.044 -1.795  0.251

---

Below is a molecular structure, C9H15AsF12O9SV at a distorted geometry, with properties calculated with wB97M-V/def2-TZVPD.

As for the total charge: -1. The highest occupied orbital energy is -0.25992 hartree.

Last column: Löwdin charge in e.
Positions of all 48 atoms, in Å:
As 2.891 2.208 -2.172  0.908
V 0.973 -0.672 -0.082  0.896
S 1.274 -3.138 -2.605  0.544
F 1.348 3.023 -2.401  -0.256
F -4.523 3.641 2.876  0.148
F 3.083 2.951 -0.579  -0.272
F 2.126 0.813 -1.370  -0.285
F 4.468 1.396 -2.116  -0.281
F -5.204 1.565 3.149  0.215
F 0.497 -5.049 -0.962  0.151
F 2.776 1.485 -3.880  -0.307
F 3.754 3.628 -2.881  -0.307
F -1.056 -3.636 -1.532  0.051
F -0.400 -5.279 -2.999  0.123
F -6.366 2.868 1.958  0.157
O 1.063 1.120 1.408  -0.262
O 0.765 -2.536 -3.799  -0.289
O 1.346 -2.118 -1.555  -0.378
O 3.031 -0.742 0.784  -0.275
O -0.283 0.024 -0.729  -0.288
O 0.512 -1.729 0.972  -0.297
O -4.525 0.756 0.860  -0.007
O 2.507 -3.891 -2.957  -0.330
O -3.825 2.939 0.329  0.120
C -4.297 2.084 1.117  -0.304
C 4.147 -1.502 0.314  -0.051
C 2.150 0.924 2.352  -0.164
C -5.107 2.544 2.331  -0.589
C -4.548 -1.337 -0.384  -0.048
C -0.001 -4.440 -2.006  -0.572
C 3.409 0.413 1.629  -0.114
C -0.125 1.695 2.043  -0.016
C -4.235 0.198 -0.429  -0.170
H 4.185 0.186 2.360  0.128
H 2.405 1.892 2.785  0.126
H -0.488 0.878 2.667  0.099
H 3.801 -2.456 -0.085  0.094
H 3.840 1.263 1.100  0.117
H 4.886 -1.788 1.063  0.095
H -5.597 -1.518 -0.152  0.070
H -4.906 0.614 -1.180  0.128
H -4.546 -1.623 -1.436  0.073
H 4.567 -1.001 -0.558  0.101
H 1.930 0.391 3.276  0.129
H 0.150 2.577 2.621  0.096
H -3.170 0.370 -0.583  0.118
H -3.843 -1.957 0.169  0.078
H -0.842 1.965 1.268  0.093

---

Below is a single C9H15B molecule at a distorted geometry, with properties calculated with wB97M-V/def2-TZVPD.

As for the total charge: 0. The calculation puts the energy above the lowest of the compared OMol25 structures with the same formula, charge and spin at 56.1 kcal per mole. The highest occupied orbital energy is -0.27756 hartree. Its structure (SMILES) is C=C/C=C\C=B\C(C)(C)C.

Last column: natural (NBO) charge in e.
Positions of all 25 atoms, in Å:
C -2.450 2.363 0.847  -0.405
C 1.174 -0.899 -1.783  -0.588
C 1.596 1.133 -0.396  -0.598
C -1.347 -1.654 0.195  -0.902
C -3.195 -0.081 0.720  -0.329
C -2.701 -1.344 0.588  -0.102
C -2.363 1.098 0.521  -0.101
C 2.102 -1.090 0.548  -0.591
C 1.110 -0.272 -0.341  -0.444
B -0.411 -0.658 -0.020  0.891
H -3.393 -2.247 0.911  0.217
H 1.864 1.512 0.635  0.210
H -4.166 0.275 1.172  0.220
H 2.331 -0.485 1.440  0.220
H -1.116 -2.633 -0.084  0.265
H -1.413 0.669 -0.021  0.116
H 1.029 -2.001 -1.620  0.209
H 2.231 -0.803 -2.188  0.217
H 0.763 1.819 -0.726  0.209
H -1.705 3.244 0.558  0.215
H 3.190 -1.191 0.060  0.200
H -3.240 2.770 1.453  0.208
H 2.479 1.351 -1.069  0.220
H 1.705 -2.120 0.558  0.220
H 0.342 -0.453 -2.335  0.222

---

Below is 2 unconnected molecules or ions with the total composition C9H15B2F4N2O3, with properties calculated with wB97M-V/def2-TZVPD.

As for the total charge: -1. The highest occupied orbital energy is -0.22869 hartree.

Last column: Löwdin charge in e.
Positions of all 35 atoms, in Å:
F 0.828 -2.094 -2.421  0.057
F 0.113 -2.284 -4.599  0.081
F 2.273 -1.630 -4.147  0.079
F 0.525 -0.207 -3.693  0.077
O 2.372 1.868 0.021  0.182
O 0.355 -0.147 1.938  -0.114
O 3.447 0.450 1.558  0.023
N -1.866 2.966 0.370  0.068
N -1.305 -1.632 -0.415  0.037
C -3.798 1.579 0.238  -0.073
C 1.080 -0.246 0.701  -0.085
C -3.142 0.504 0.815  -0.025
C 4.630 0.194 0.800  -0.072
C -3.134 2.778 0.018  -0.165
C -1.241 1.925 0.923  -0.079
C -1.215 -1.792 1.029  -0.213
C -1.801 0.673 1.160  -0.146
C -1.017 -0.459 1.782  -0.300
B 0.935 -1.550 -3.731  -1.249
B 2.348 0.716 0.763  -0.588
H -4.831 1.485 -0.066  0.093
H -0.214 2.081 1.216  0.113
H -2.119 -2.264 1.412  0.105
H -0.478 -1.957 -0.897  0.047
H 5.481 0.285 1.466  0.082
H 4.767 0.912 -0.006  0.086
H -0.381 -2.450 1.267  0.117
H -3.646 -0.436 0.973  0.111
H -3.655 3.599 -0.451  0.093
H 0.455 0.017 -0.152  0.111
H 1.419 -1.272 0.532  0.122
H 1.778 1.809 -0.736  0.114
H -1.406 -0.610 2.790  0.149
H -2.142 -2.008 -0.821  0.072
H 4.585 -0.803 0.364  0.093

---

Below is a molecular structure, C9H15BBr13O5P at a distorted geometry, with properties calculated with wB97M-V/def2-TZVPD.

As for the total charge: 0. The highest occupied orbital energy is -0.30668 hartree.

Last column: natural (NBO) charge in e.
Positions of all 44 atoms, in Å:
Br -3.424 1.785 -0.405  0.136
Br -4.029 3.380 2.283  0.097
Br -8.102 -6.840 5.337  0.095
Br 1.851 1.336 0.390  -0.113
Br -7.199 -6.205 2.353  0.096
Br 2.206 -2.035 1.555  0.090
Br -3.247 -3.346 -1.490  0.090
Br 4.833 -0.451 2.434  0.095
Br -4.162 -3.970 1.496  0.100
Br -6.034 1.130 1.249  0.088
Br -1.230 -2.884 0.927  0.074
Br 4.800 -3.631 2.471  0.097
Br -5.173 -5.737 4.764  0.096
P 4.027 1.060 -2.224  1.049
O -1.310 0.398 0.061  -0.962
O 1.517 3.685 -0.938  -0.505
O 4.787 0.805 -3.677  -0.977
O -1.291 0.594 -2.299  -0.928
O -0.340 2.377 -0.984  -0.728
C 1.506 2.058 -2.501  -0.477
C 2.875 3.629 -1.380  -0.094
C 2.994 2.588 -2.511  -0.581
C 5.376 1.504 -1.058  -0.983
C -4.789 2.507 0.749  -0.491
C 3.765 -2.027 2.684  -0.500
C -3.070 -2.869 0.364  -0.503
C 1.023 2.418 -1.108  0.577
C -7.014 -5.729 4.207  -0.504
B -0.968 1.141 -1.074  1.315
H 3.413 -2.006 3.704  0.226
H 4.485 -0.062 -3.943  0.495
H -0.807 -0.231 -2.391  0.504
H 5.266 0.826 -0.221  0.245
H -0.643 -0.294 0.162  0.505
H 0.977 2.625 -3.256  0.244
H 3.174 3.050 -3.475  0.250
H 6.314 1.308 -1.571  0.248
H 3.575 3.527 -0.554  0.194
H -3.421 -1.851 0.465  0.236
H 1.554 0.987 -2.667  0.225
H 3.056 4.641 -1.739  0.206
H -7.375 -4.717 4.313  0.225
H 5.332 2.533 -0.719  0.224
H -5.339 3.253 0.196  0.224

---

Below is a molecular structure, C9H15CaIN4 at a distorted geometry, with properties calculated with wB97M-V/def2-TZVPD.

As for the total charge: 0. The calculation puts the energy above the lowest of the compared OMol25 structures with the same formula, charge and spin at 151.7 kcal per mole. The highest occupied orbital energy is -0.21292 hartree.

Last column: natural (NBO) charge in e.
Positions of all 30 atoms, in Å:
I 2.781 -1.489 -0.835  -0.867
Ca 0.215 -0.575 -1.957  1.621
N 0.618 1.612 2.332  -0.479
N -0.502 -1.370 0.454  -0.389
N -0.498 -0.948 2.618  -0.504
N 1.083 1.472 0.187  -0.313
C 1.386 1.835 -1.632  -0.276
C -1.916 0.421 -1.501  -1.381
C -0.654 -2.591 -2.754  -1.381
C 1.333 2.731 2.010  -0.050
C -1.092 -2.432 1.108  -0.051
C -1.111 -2.173 2.453  -0.062
C 0.464 0.838 1.215  0.417
C 1.642 2.634 0.701  -0.071
C -0.149 -0.469 1.378  0.248
H 2.226 3.290 0.076  0.238
H -1.862 1.434 -1.094  0.156
H 1.143 1.216 -2.500  0.190
H 2.471 1.970 -1.651  0.237
H -1.672 -2.939 -2.589  0.191
H 1.578 3.484 2.714  0.240
H -0.325 -0.534 3.522  0.405
H 0.284 1.388 3.260  0.432
H -2.371 -0.252 -0.761  0.193
H -1.452 -3.299 0.575  0.248
H 0.962 2.849 -1.725  0.229
H -1.524 -2.725 3.267  0.229
H -2.471 0.367 -2.443  0.197
H -0.019 -3.470 -2.611  0.192
H -0.565 -2.272 -3.818  0.159

---

Please write out number 1 again, unchanged.
Below is a molecular structure, C9H15AgCl2N3O4S at a distorted geometry, with properties calculated with wB97M-V/def2-TZVPD.

As for the total charge: +1. The highest occupied orbital energy is -0.48220 hartree.

Last column: natural (NBO) charge in e.
Positions of all 35 atoms, in Å:
Ag 2.187 -2.928 0.396  0.743
Cl 3.857 -4.562 -0.172  -0.068
Cl 2.178 -6.748 0.990  0.076
S -1.332 2.939 -1.000  2.163
O -1.878 1.382 2.681  -0.328
O -1.904 3.368 0.245  -0.957
O 0.086 2.180 2.990  -0.339
O -1.659 3.565 -2.286  -0.906
N -0.994 -0.137 0.618  -0.295
N 0.871 -1.335 0.711  -0.607
N -0.701 1.376 2.504  0.516
C 2.834 -6.114 -0.474  -0.350
C -0.281 -1.134 0.047  0.429
C 0.868 -0.422 1.711  -0.010
C -1.921 1.210 -1.183  -0.691
C -2.174 0.418 0.071  -0.273
C 0.859 4.165 0.066  -0.615
C -0.711 -1.880 -1.132  -0.684
C -0.263 0.316 1.687  0.151
C 0.380 2.896 -0.641  -0.658
H -1.544 -1.412 -1.653  0.255
H -2.869 1.321 -1.778  0.290
H 0.734 4.973 -0.615  0.233
H -2.824 -0.467 -0.146  0.234
H 1.712 -0.379 2.394  0.247
H 2.095 -5.791 -1.168  0.226
H -2.556 1.125 0.795  0.300
H 1.903 4.080 0.367  0.231
H 0.257 4.279 1.024  0.251
H -0.984 -2.886 -0.795  0.254
H 3.556 -6.796 -0.933  0.251
H -1.237 0.729 -1.946  0.232
H 0.381 2.040 -0.016  0.204
H 0.935 2.676 -1.566  0.245
H 0.141 -2.044 -1.795  0.251